{
  "formula": "C36H84O23P2S6",
  "method": "ωB97M-V with the def2-TZVPD basis set",
  "gap_ev": 8.8,
  "energy_ha": -6224.48392,
  "e_homo_ha": -0.3196,
  "charge": 0,
  "multiplicity": 1,
  "lumo_energy_ev": 0.1,
  "species": ["C", "S", "O", "C", "H", "H", "H", "H", "H", "H", "C", "S", "O", "C", "H", "H", "H", "H", "H", "H", "C", "S", "O", "C", "H", "H", "H", "H", "H", "H", "C", "S", "O", "C", "H", "H", "H", "H", "H", "H", "C", "S", "O", "C", "H", "H", "H", "H", "H", "H", "C", "S", "O", "C", "H", "H", "H", "H", "H", "H", "C", "C", "O", "P", "O", "O", "C", "C", "O", "C", "C", "H", "H", "H", "H", "H", "H", "H", "H", "H", "H", "H", "H", "H", "H", "H", "C", "C", "O", "P", "O", "O", "C", "C", "O", "C", "C", "H", "H", "H", "H", "H", "H", "H", "H", "H", "H", "H", "H", "H", "H", "H", "C", "C", "C", "O", "C", "O", "O", "H", "H", "H", "H", "H", "H", "C", "C", "C", "O", "C", "O", "O", "H", "H", "H", "H", "H", "H", "C", "C", "C", "O", "C", "O", "O", "H", "H", "H", "H", "H", "H"],
  "xyz": [[-2.0119, 4.3621, -5.3743], [-1.3198, 3.4639, -6.7986], [-0.1112, 4.1794, -7.2800], [-0.7376, 2.0867, -5.7449], [-2.2870, 5.3090, -5.8481], [-1.2340, 4.4809, -4.6488], [-2.9101, 3.8408, -4.9942], [-0.0924, 1.4342, -6.3078], [-1.6325, 1.5948, -5.4217], [-0.1508, 2.5572, -4.9349], [0.9475, -0.3817, 0.6188], [1.2999, 0.7617, -0.7386], [1.1441, 0.0110, -2.0272], [-0.2477, 1.6610, -0.5521], [0.9246, 0.2157, 1.5652], [1.8463, -1.0039, 0.7199], [0.0546, -0.9198, 0.4162], [-1.0617, 0.8822, -0.5776], [-0.3902, 2.2340, -1.4520], [-0.3319, 2.2388, 0.3668], [1.2904, -0.1776, 4.8921], [0.0146, 0.0439, 6.1485], [-1.2786, 0.2106, 5.3779], [-0.0776, -1.7160, 6.6479], [0.9945, -1.0312, 4.3007], [2.2542, -0.3142, 5.4272], [1.4453, 0.6968, 4.2602], [-0.4132, -2.3275, 5.7976], [-0.5732, -1.7863, 7.5719], [0.9469, -2.0446, 6.7604], [-2.4330, -0.6712, -3.1713], [-3.9512, 0.1633, -2.5824], [-3.7314, 1.6310, -2.8221], [-4.9421, -0.2463, -3.9237], [-2.4549, -0.6312, -4.2736], [-2.4738, -1.7197, -2.9069], [-1.5092, -0.1793, -2.7954], [-5.8898, 0.1612, -3.6967], [-5.0715, -1.3448, -3.9854], [-4.4329, 0.1349, -4.8334], [2.1088, -1.2781, -4.8183], [0.4223, -1.7840, -5.1499], [0.4406, -2.7257, -6.2643], [0.2541, -2.7870, -3.6585], [2.1738, -0.9324, -3.7961], [2.4357, -0.5245, -5.5070], [2.6776, -2.1985, -4.9598], [0.3356, -2.1427, -2.7141], [1.1911, -3.3570, -3.7450], [-0.6082, -3.4023, -3.6690], [-0.5846, 3.9539, 5.3076], [-0.1537, 3.9342, 3.5914], [0.8017, 2.8063, 3.3519], [-1.7556, 3.2874, 3.1570], [-0.8652, 2.9595, 5.6680], [-1.4299, 4.6339, 5.4173], [0.3085, 4.2943, 5.8547], [-1.9912, 2.3563, 3.7133], [-1.6444, 3.0276, 2.0925], [-2.5366, 4.0271, 3.2310], [2.6439, -4.4413, -1.0373], [3.6333, -3.3672, -1.6374], [3.7454, -2.1689, -0.8367], [4.9741, -1.6310, -0.0344], [5.7987, -2.7104, 0.5460], [5.7492, -0.6570, -0.9683], [5.0488, 0.3946, -1.7693], [5.2984, 0.1311, -3.2109], [4.2831, -0.7576, 1.0883], [5.0391, 0.2432, 1.8566], [4.3776, 0.2549, 3.2006], [1.6202, -4.0643, -1.0932], [2.7121, -5.2716, -1.7003], [2.9877, -4.8089, -0.0644], [4.6238, -3.7733, -1.7179], [3.3347, -3.0661, -2.6500], [4.0230, 0.3790, -1.4858], [5.5490, 1.3041, -1.4543], [4.5706, 0.7158, -3.7859], [6.3242, 0.4432, -3.5400], [5.0910, -0.8975, -3.4883], [6.0877, 0.0372, 1.8358], [4.8849, 1.2534, 1.4680], [3.2435, 0.3315, 2.9858], [4.5167, -0.6937, 3.7044], [4.6479, 1.1134, 3.8363], [-3.6554, -0.0180, 3.0819], [-3.4792, -0.3240, 1.6080], [-3.9341, -1.7300, 1.4262], [-3.0276, -2.7229, 0.4466], [-1.8862, -2.1279, -0.1861], [-2.6676, -3.8794, 1.4149], [-3.7243, -4.6260, 2.0355], [-3.6281, -4.5600, 3.5306], [-4.1068, -3.3663, -0.5265], [-3.6303, -4.5433, -1.3525], [-4.3060, -4.4292, -2.6838], [-4.5943, -0.2157, 3.5509], [-2.8604, -0.4930, 3.6912], [-3.4269, 1.0283, 3.2776], [-3.9683, 0.2821, 0.8986], [-2.4241, -0.2793, 1.3958], [-4.7030, -4.3259, 1.6513], [-3.5392, -5.6400, 1.8183], [-2.6146, -4.8234, 3.8245], [-3.9167, -3.5496, 3.8720], [-4.3637, -5.2872, 3.8522], [-2.5403, -4.5950, -1.3772], [-3.8516, -5.4554, -0.7518], [-5.3710, -4.2902, -2.4900], [-3.9110, -3.5650, -3.2746], [-4.2445, -5.3124, -3.3223], [2.0166, -3.2162, 2.5984], [2.7471, -4.0845, 3.5122], [4.2768, -4.0497, 3.3719], [4.6613, -3.1146, 4.4691], [3.6739, -3.0028, 5.3402], [3.7159, -2.3175, 6.2857], [2.5844, -3.6740, 4.9152], [2.3855, -2.1948, 2.7578], [0.8822, -3.2530, 2.7556], [2.2592, -3.4619, 1.5612], [2.4427, -5.1451, 3.5667], [4.6250, -3.5571, 2.4633], [4.8687, -4.9693, 3.4585], [-5.7743, 4.2423, -2.5370], [-5.2777, 4.4721, -1.1817], [-5.1926, 3.3410, -0.2025], [-3.9527, 3.5794, 0.4929], [-3.1623, 4.4138, -0.3413], [-2.0261, 4.6924, -0.1860], [-3.9185, 4.8668, -1.3395], [-5.6647, 5.1502, -3.1914], [-6.7935, 3.9421, -2.5704], [-5.1500, 3.4624, -2.9008], [-5.7479, 5.2564, -0.6342], [-5.0589, 2.3501, -0.7070], [-6.1049, 3.3048, 0.3750], [2.4005, 4.9612, -2.0756], [3.1580, 5.2779, -0.8271], [2.6530, 4.7448, 0.5009], [3.7174, 4.1221, 1.1250], [4.7470, 4.0005, 0.1918], [5.6698, 3.3293, 0.4120], [4.4602, 4.6618, -0.9468], [3.0236, 5.2355, -3.0013], [1.4193, 5.3958, -2.1046], [2.3821, 3.9101, -1.9209], [3.4000, 6.3470, -0.7970], [1.9154, 3.9450, 0.4904], [2.3128, 5.5835, 1.0802]],
  "atomic_forces_ev_per_a": [[-0.7, 0.0, -1.3], [0.2, -0.8, 0.5], [-0.1, 0.2, 0.2], [0.5, 1.2, -0.2], [-0.1, 0.1, 0.5], [0.3, 0.2, 0.5], [0.5, 0.2, -0.1], [0.1, -0.3, -0.3], [-0.3, -0.5, 0.5], [-0.4, -0.4, -0.2], [1.9, 1.0, 0.8], [-0.5, 0.0, 0.6], [0.0, -0.1, 0.0], [-1.1, -1.2, -0.2], [-0.3, -0.3, -0.7], [-0.4, -0.1, -0.2], [-0.8, -0.5, -0.2], [0.7, 0.6, 0.2], [0.1, 0.6, -0.2], [0.3, 0.1, -0.1], [0.9, 0.2, 0.8], [-1.0, -0.9, -1.0], [0.4, 0.6, 0.3], [1.9, 0.5, -1.5], [0.1, -0.3, -0.2], [-0.5, -0.4, -0.3], [-0.6, 0.2, 0.2], [-0.6, 0.5, 0.4], [-1.0, -0.3, 0.9], [0.5, 0.0, 0.5], [0.0, 0.4, -0.6], [1.9, 0.6, 0.7], [0.2, 0.1, 0.4], [0.3, -1.9, -1.4], [0.2, 0.2, 0.4], [0.1, -0.2, 0.4], [-0.8, -0.3, 0.0], [-1.1, 0.7, -0.3], [0.1, 0.4, -0.1], [-0.7, -0.1, 0.5], [-0.1, -0.9, 0.3], [-1.0, 1.6, 1.1], [0.2, -1.1, -1.2], [2.2, 1.5, 1.2], [0.0, 0.2, 0.3], [0.0, 0.4, -0.4], [0.3, 0.1, 0.0], [-0.3, -0.7, -1.4], [-0.5, -0.5, 0.4], [-0.8, -0.5, -0.2], [0.8, 0.1, 1.0], [-0.3, -0.6, -0.1], [0.0, 0.2, 0.0], [0.0, -1.1, -1.3], [0.0, 0.0, -0.3], [0.2, 0.1, 0.2], [-0.5, 0.1, 0.0], [0.4, 0.7, -0.1], [-0.3, 0.1, 0.3], [-0.2, 0.3, 0.2], [1.2, 1.7, -0.6], [-0.4, -0.5, 0.7], [-1.6, 0.2, -0.3], [0.9, -1.4, 1.3], [0.0, 0.4, -0.5], [0.1, 0.7, -0.7], [1.7, -0.8, 1.0], [0.2, 0.6, -1.1], [-0.2, 0.7, -0.4], [-1.2, 0.6, -0.1], [-1.9, 0.0, 0.1], [0.1, -0.1, 0.5], [0.0, -0.8, -0.7], [-0.3, 0.4, -0.1], [0.5, -0.5, 0.0], [-0.2, 0.1, 0.4], [-0.9, 0.1, 0.1], [-0.3, 0.3, 0.1], [0.2, 0.1, 0.0], [-0.9, -0.5, 0.4], [0.2, -0.3, 0.1], [0.6, -0.4, 0.1], [0.1, -0.3, -0.7], [1.7, 0.1, 0.4], [0.2, -0.1, 0.4], [0.1, -0.4, -0.3], [1.5, 0.6, 0.4], [0.3, -1.9, 1.4], [1.3, -0.6, -1.9], [-3.1, 1.2, 1.8], [1.8, 1.0, -1.0], [0.5, -0.8, 0.5], [0.0, 0.5, 0.4], [-0.5, 1.1, -0.3], [0.5, -0.8, -0.9], [0.1, 0.0, 1.6], [-0.3, 0.5, -0.6], [-0.8, -0.3, -0.2], [-0.5, -0.2, -0.5], [-0.2, 0.2, -0.3], [-1.0, 0.8, -0.6], [0.4, 0.0, -0.2], [0.2, 0.0, 0.1], [0.1, -1.3, -0.9], [-0.1, 0.0, 0.3], [0.3, -0.5, 0.2], [0.0, -0.1, 0.7], [0.1, 0.7, -0.3], [-0.5, 0.6, -0.6], [0.0, 0.2, -0.2], [-0.4, -0.6, 0.6], [0.4, -0.1, 0.3], [-1.8, 1.1, -0.6], [1.3, -2.4, 2.2], [0.8, 1.6, 0.3], [0.6, -1.2, -1.4], [-0.5, -0.6, -2.1], [-0.1, 1.1, 2.4], [-0.5, 0.0, -0.4], [-0.3, 0.0, -0.1], [1.6, 0.1, -0.2], [-0.2, -0.1, 0.1], [-0.3, 0.5, -0.6], [-0.1, 0.0, -0.1], [-0.6, 0.0, 0.4], [-0.1, 1.0, -1.3], [0.6, 0.6, 0.8], [0.7, -2.0, -1.2], [0.5, 1.1, -0.5], [-1.8, -0.8, 0.4], [0.6, -0.3, 0.6], [0.8, 0.2, 0.1], [0.0, -0.8, 0.8], [-1.0, -0.3, 0.1], [0.3, -0.8, -0.8], [-0.6, 1.1, 0.1], [-0.2, 0.7, 0.2], [0.3, 0.1, 0.9], [1.5, 0.2, -0.7], [1.1, 1.5, -0.4], [-1.4, 0.1, 0.0], [2.5, 0.1, -0.7], [-2.7, 0.7, 0.6], [2.4, -1.1, 0.1], [0.1, -0.6, 0.6], [-1.1, -0.4, 1.4], [-0.4, 0.1, 0.0], [-0.7, -1.4, -1.0], [-0.3, 0.0, 0.4], [-0.8, 0.4, -0.7], [-0.4, 0.2, 0.5]]
}